[1]
Molecular formula: C54H135N9O18
Method: DFT, ωB97M-V/def2-TZVPD

The value obtained for the energy above the lowest of the compared OMol25 structures with the same formula, charge and spin is 295.0 kcal per mole. The spin multiplicity is 1. The SMILES is COCCNCCOC.COCCNCCOC.COCCNCCOC.COCCNCCOC.COCCNCCOC.COCCNCCOC.COCCNCCOC.COCCNCCOC.COCCNCCOC. As for the total energy: -3984.72144 hartree. The calculation puts the HOMO-LUMO gap at 9.0 eV. The calculation puts the highest occupied orbital energy at -8.24 eV.

Element x y z (Å)
C: 2.47 2.43 -0.78
O: 1.66 2.04 0.25
C: 1.97 0.73 0.74
C: 1.28 0.44 2.04
N: -0.13 -0.09 1.76
C: -0.85 -0.34 3.01
C: -2.35 -0.33 2.83
O: -2.83 0.93 2.25
C: -4.34 0.89 2.21
H: 1.87 3.07 -1.42
H: 2.78 1.70 -1.52
H: 3.28 2.88 -0.20
H: 3.04 0.64 0.93
H: 1.70 -0.05 0.02
H: 1.28 1.21 2.81
H: 1.89 -0.35 2.45
H: -0.74 0.48 1.18
H: -0.75 0.43 3.78
H: -0.58 -1.30 3.43
H: -2.82 -0.46 3.80
H: -2.73 -1.12 2.18
H: -4.81 0.08 1.65
H: -4.69 1.85 1.83
H: -4.70 0.73 3.23
C: -2.99 7.67 -1.73
O: -3.30 7.73 -3.10
C: -2.05 7.96 -3.82
C: -2.25 8.10 -5.31
N: -3.21 9.18 -5.58
C: -3.23 9.36 -7.03
C: -2.21 10.30 -7.58
O: -0.87 10.23 -7.09
C: 0.17 11.07 -7.54
H: -1.98 7.29 -1.54
H: -3.81 7.08 -1.32
H: -3.19 8.68 -1.37
H: -1.47 7.08 -3.55
H: -1.53 8.86 -3.49
H: -2.68 7.24 -5.82
H: -1.21 8.23 -5.62
H: -4.03 8.86 -5.08
H: -4.26 9.66 -7.25
H: -3.15 8.50 -7.70
H: -2.53 11.23 -7.11
H: -2.18 10.29 -8.67
H: 0.73 10.92 -8.46
H: 1.03 10.91 -6.89
H: -0.06 12.13 -7.44
C: 14.87 -2.82 -9.23
O: 15.43 -2.00 -8.16
C: 16.13 -0.84 -8.52
C: 15.31 0.25 -9.30
N: 14.35 0.98 -8.48
C: 13.33 1.71 -9.31
C: 12.06 0.82 -9.54
O: 11.31 0.76 -8.37
C: 10.05 0.08 -8.61
H: 14.74 -3.76 -8.68
H: 15.51 -3.15 -10.05
H: 13.93 -2.49 -9.65
H: 16.96 -1.10 -9.18
H: 16.61 -0.24 -7.75
H: 14.94 -0.16 -10.24
H: 15.93 1.08 -9.63
H: 13.87 0.33 -7.88
H: 13.72 2.12 -10.24
H: 13.11 2.60 -8.72
H: 12.28 -0.18 -9.90
H: 11.52 1.46 -10.24
H: 10.27 -0.93 -8.26
H: 9.67 0.07 -9.63
H: 9.24 0.52 -8.04
C: -8.38 -5.96 7.50
O: -7.05 -5.82 7.01
C: -6.27 -7.00 6.49
C: -5.83 -8.05 7.51
N: -4.79 -7.44 8.33
C: -4.27 -8.40 9.36
C: -3.01 -7.95 10.14
O: -3.36 -7.78 11.57
C: -2.19 -7.46 12.38
H: -8.31 -6.05 8.58
H: -8.87 -6.82 7.04
H: -9.03 -5.15 7.16
H: -5.44 -6.72 5.85
H: -6.93 -7.50 5.78
H: -5.52 -8.95 6.98
H: -6.70 -8.35 8.09
H: -5.20 -6.71 8.90
H: -3.88 -9.22 8.76
H: -5.11 -8.77 9.94
H: -2.80 -6.97 9.73
H: -2.18 -8.59 9.84
H: -1.59 -6.70 11.87
H: -1.73 -8.41 12.63
H: -2.53 -7.12 13.36
C: 3.07 -1.24 11.89
O: 4.17 -1.84 11.18
C: 5.40 -2.04 11.94
C: 5.11 -3.19 12.99
N: 6.25 -3.98 13.42
C: 6.90 -3.38 14.55
C: 6.33 -3.81 15.94
O: 5.21 -2.93 16.33
C: 4.70 -3.40 17.57
H: 2.31 -1.19 11.11
H: 3.41 -0.29 12.29
H: 2.75 -1.81 12.77
H: 5.78 -1.20 12.52
H: 6.16 -2.34 11.21
H: 4.35 -3.89 12.64
H: 4.53 -2.83 13.84
H: 6.03 -4.96 13.50
H: 6.92 -2.31 14.37
H: 7.94 -3.73 14.50
H: 7.18 -3.86 16.62
H: 6.06 -4.85 15.75
H: 3.94 -4.17 17.43
H: 4.09 -2.74 18.19
H: 5.45 -3.71 18.30
C: -19.20 8.25 0.26
O: -18.19 9.19 0.54
C: -17.00 9.04 -0.22
C: -16.12 7.91 0.38
N: -14.79 7.99 -0.04
C: -13.86 7.07 0.67
C: -14.32 5.57 0.71
O: -15.05 5.13 1.81
C: -15.51 3.85 1.71
H: -19.79 8.44 -0.64
H: -19.92 8.33 1.07
H: -18.97 7.19 0.36
H: -16.51 10.00 -0.03
H: -17.07 9.05 -1.31
H: -16.62 7.03 -0.03
H: -16.07 7.90 1.47
H: -14.82 7.81 -1.04
H: -13.73 7.42 1.70
H: -12.89 7.24 0.20
H: -13.34 5.11 0.76
H: -14.68 5.23 -0.26
H: -14.69 3.20 2.03
H: -15.75 3.58 0.68
H: -16.35 3.75 2.39
C: 9.54 8.21 -6.09
O: 10.88 8.24 -6.52
C: 11.71 8.67 -5.46
C: 13.12 8.29 -5.94
N: 13.64 9.22 -7.04
C: 14.68 8.74 -7.94
C: 15.90 8.06 -7.42
O: 16.79 8.92 -6.63
C: 17.37 8.28 -5.50
H: 8.92 7.78 -6.87
H: 9.06 9.19 -6.00
H: 9.23 7.68 -5.19
H: 11.58 7.80 -4.81
H: 11.38 9.62 -5.05
H: 13.01 7.24 -6.24
H: 13.79 8.34 -5.09
H: 12.96 9.75 -7.56
H: 15.05 9.58 -8.53
H: 14.12 8.03 -8.55
H: 16.61 7.88 -8.23
H: 15.73 7.21 -6.75
H: 16.58 7.87 -4.88
H: 17.83 9.01 -4.84
H: 18.11 7.50 -5.72
C: 1.62 -9.43 3.86
O: 1.41 -10.61 3.17
C: 1.59 -11.70 4.05
C: 0.92 -13.00 3.42
N: -0.26 -12.66 2.77
C: -0.91 -13.70 1.88
C: -1.09 -15.10 2.44
O: -1.85 -16.04 1.66
C: -3.28 -15.76 1.66
H: 2.61 -9.29 4.28
H: 0.86 -9.29 4.63
H: 1.42 -8.68 3.09
H: 1.14 -11.64 5.04
H: 2.67 -11.79 4.15
H: 0.80 -13.73 4.22
H: 1.59 -13.38 2.65
H: -0.14 -11.79 2.27
H: -0.24 -13.81 1.02
H: -1.89 -13.34 1.55
H: -1.49 -15.06 3.46
H: -0.08 -15.48 2.59
H: -3.43 -14.69 1.83
H: -3.79 -16.26 2.48
H: -3.71 -15.94 0.67
C: -8.23 -2.97 -4.46
O: -8.90 -2.14 -5.37
C: -8.24 -0.94 -5.70
C: -9.07 0.17 -6.52
N: -9.46 -0.35 -7.84
C: -8.41 -0.18 -8.88
C: -8.51 -1.21 -9.97
O: -7.96 -2.46 -9.55
C: -8.91 -3.25 -8.84
H: -8.90 -3.83 -4.48
H: -8.15 -2.59 -3.44
H: -7.21 -3.27 -4.70
H: -7.23 -1.16 -6.06
H: -8.08 -0.60 -4.67
H: -8.52 1.11 -6.53
H: -9.93 0.27 -5.86
H: -9.35 -1.33 -7.62
H: -7.45 -0.20 -8.36
H: -8.32 0.78 -9.40
H: -7.74 -0.97 -10.70
H: -9.46 -1.27 -10.51
H: -9.48 -3.85 -9.55
H: -9.75 -2.66 -8.48
H: -8.44 -3.93 -8.13

Results of the Mulliken charge analysis, in e, for atoms 1 through 5: C -0.7711; O -0.2931; C -0.5303; C -0.6009; N -0.3667



[2]
Molecular formula: C22H34N2O4
Method: DFT, ωB97M-V/def2-TZVPD

The value obtained for the energy above the lowest of the compared OMol25 structures with the same formula, charge and spin is 80.1 kcal per mole. The spin multiplicity is 1. The SMILES is CNC(=O)[C@H](Cc1ccc(O)cc1)NC(C)=O.CC(C)=CCC/C(C)=C/CO. As for the total energy: -1269.14425 hartree. The calculation puts the HOMO-LUMO gap at 8.9 eV. The calculation puts the highest occupied orbital energy at -8.39 eV.

Element x y z (Å)
O: 7.03 3.15 -5.35
O: 3.52 -0.42 -4.41
O: -0.43 -0.68 0.03
O: -6.29 -4.96 3.03
C: 6.07 2.46 -5.07
C: 4.61 -0.12 -3.94
C: -4.89 1.94 4.70
C: -4.59 -3.29 3.09
C: -4.01 1.01 4.18
C: -3.53 -2.52 2.63
C: 1.78 0.24 -0.08
C: 0.25 0.41 -1.98
C: 2.76 0.93 -0.81
C: 1.25 1.09 -2.71
C: 0.52 -0.02 -0.67
C: 2.50 1.35 -2.13
N: 5.62 -0.97 -4.10
N: 5.89 2.08 -3.81
C: 5.11 2.04 -6.17
C: -4.45 3.37 4.87
C: -6.31 1.59 5.10
C: -2.66 -2.96 1.47
C: -5.02 -4.61 2.49
C: 7.00 -0.84 -3.62
C: -4.35 -0.44 3.92
C: -3.18 -1.17 3.24
C: 3.58 2.07 -2.93
C: 4.84 1.23 -3.21
H: -0.14 -0.90 0.92
H: -6.60 -5.80 2.65
H: -5.17 -2.95 3.94
H: -3.01 1.34 3.92
H: 1.98 -0.08 0.93
H: -0.71 0.19 -2.43
H: 3.72 1.14 -0.36
H: 1.05 1.39 -3.73
H: 5.38 -1.81 -4.60
H: 6.59 2.44 -3.18
H: 4.09 2.28 -5.89
H: 5.21 0.97 -6.36
H: 5.37 2.59 -7.08
H: -4.48 3.65 5.92
H: -5.11 4.04 4.31
H: -3.43 3.52 4.50
H: -6.54 0.54 4.96
H: -6.46 1.83 6.16
H: -7.01 2.18 4.51
H: -1.61 -2.92 1.76
H: -2.82 -2.29 0.62
H: -2.88 -3.98 1.15
H: -4.28 -5.38 2.73
H: -5.09 -4.52 1.40
H: 7.51 -1.80 -3.70
H: 7.54 -0.11 -4.23
H: 7.02 -0.53 -2.58
H: -5.23 -0.49 3.27
H: -4.59 -0.94 4.87
H: -2.81 -0.53 2.44
H: -2.36 -1.31 3.96
H: 3.15 2.39 -3.88
H: 3.86 2.96 -2.38
H: 5.22 0.95 -2.23

Results of the Mulliken charge analysis, in e, for atoms 1 through 5: O -0.6783; O -0.6589; O -0.3434; O -0.5357; C 0.6540



[3]
Molecular formula: C3H5FN2S2
Method: DFT, ωB97M-V/def2-TZVPD

The value obtained for the energy above the lowest of the compared OMol25 structures with the same formula, charge and spin is 23.3 kcal per mole. The spin multiplicity is 1. The SMILES is FCC(=S)N/C=N\S. As for the total energy: -1123.01973 hartree. The calculation puts the HOMO-LUMO gap at 9.1 eV. The calculation puts the highest occupied orbital energy at -8.77 eV.

Element x y z (Å)
C: 0.66 1.25 0.33
C: -1.04 -0.56 0.64
C: 0.09 -1.54 0.39
H: 1.24 1.24 -3.03
H: 1.20 1.56 1.25
H: -1.38 1.40 0.81
H: 0.44 -1.45 -0.65
H: 0.91 -1.30 1.10
N: 1.19 1.45 -0.81
N: -0.65 0.73 0.53
F: -0.33 -2.83 0.60
S: 0.26 1.03 -2.16
S: -2.58 -0.97 0.99

Results of the Mulliken charge analysis, in e, for atoms 1 through 5: C -0.0759; C 0.3357; C -0.2487; H 0.1759; H 0.4052



[4]
Molecular formula: C6H9N
Method: DFT, ωB97M-V/def2-TZVPD

The value obtained for the energy above the lowest of the compared OMol25 structures with the same formula, charge and spin is 67.5 kcal per mole. The spin multiplicity is 1. The SMILES is CC#CC[C@H]1CN1. As for the total energy: -288.67455 hartree. The calculation puts the HOMO-LUMO gap at 10.4 eV. The calculation puts the highest occupied orbital energy at -9.32 eV.

Element x y z (Å)
C: 2.53 1.22 1.45
C: 1.67 0.30 0.70
C: 0.97 -0.44 0.06
C: 0.07 -1.28 -0.74
C: -1.41 -0.91 -0.59
C: -1.86 0.44 -0.22
N: -1.96 -0.01 -1.60
H: 3.09 1.87 0.77
H: 3.24 0.69 2.09
H: 1.92 1.86 2.10
H: 0.22 -2.33 -0.46
H: 0.34 -1.19 -1.80
H: -2.04 -1.74 -0.27
H: -1.10 1.21 -0.03
H: -2.77 0.54 0.37
H: -2.92 -0.25 -1.82

Results of the Mulliken charge analysis, in e, for atoms 1 through 5: C -1.2907; C 0.9113; C -0.3612; C -0.8697; C 0.0479



[5]
Molecular formula: C4H6N2O2
Method: DFT, ωB97M-V/def2-TZVPD

The value obtained for the energy above the lowest of the compared OMol25 structures with the same formula, charge and spin is 162.2 kcal per mole. The spin multiplicity is 1. The SMILES is O=C/C(=N/O)[C@H]1CN1. As for the total energy: -415.78212 hartree. The calculation puts the HOMO-LUMO gap at 9.2 eV. The calculation puts the highest occupied orbital energy at -9.68 eV.

Element x y z (Å)
C: -0.41 -0.83 0.02
C: 0.69 -1.86 -0.15
C: -0.04 0.51 0.56
C: 1.01 1.20 0.03
H: -2.20 0.67 -0.18
H: 0.49 -2.89 -0.44
H: -0.36 0.90 1.62
H: 1.36 1.71 0.90
H: 1.99 1.00 -0.57
H: 0.03 0.94 -1.43
N: -1.61 -1.22 -0.15
N: -0.18 1.50 -0.51
O: -2.59 -0.33 0.17
O: 1.84 -1.30 0.14

Results of the Mulliken charge analysis, in e, for atoms 1 through 5: C 0.5569; C -0.0719; C -0.0043; C -0.4874; H 0.4460



[6]
Molecular formula: C21H15F2IN4O5PtSTe
Method: DFT, ωB97M-V/def2-TZVPD

The value obtained for the energy above the lowest of the compared OMol25 structures with the same formula, charge and spin is 4.3 kcal per mole. The spin multiplicity is 1. As for the total energy: -2687.26360 hartree. The calculation puts the HOMO-LUMO gap (alpha / beta) at 8.1 / 8.1 eV. The calculation puts the highest occupied orbital energy (alpha / beta) at -8.70 / -8.70 eV.

Element x y z (Å)
Pt: 0.13 -0.37 -2.88
O: 0.90 -2.97 0.89
S: 0.47 -2.05 -0.11
O: -0.82 -1.39 0.16
O: 0.62 -2.47 -1.48
O: 1.47 -0.73 0.05
F: 2.81 0.37 -3.08
C: 1.57 0.96 -2.95
F: 1.65 1.75 -1.82
H: 1.45 1.65 -3.80
O: -1.04 1.11 -1.98
N: -2.32 0.93 -2.14
C: -3.06 1.50 -1.23
C: -4.48 1.38 -1.36
N: -5.62 1.29 -1.44
C: -2.50 2.16 -0.09
N: -2.04 2.69 0.82
Te: 0.49 0.73 0.84
C: 2.29 1.74 1.25
C: 3.53 1.23 0.88
C: 4.67 1.97 1.17
C: 4.56 3.20 1.81
C: 3.32 3.70 2.17
C: 2.17 2.97 1.88
C: 0.25 -0.01 2.76
C: 1.28 -0.66 3.43
C: 1.04 -1.13 4.71
C: -0.20 -0.94 5.31
C: -1.21 -0.28 4.64
C: -1.00 0.18 3.34
H: 3.60 0.29 0.36
H: 5.64 1.59 0.88
H: 5.45 3.77 2.03
H: 3.23 4.66 2.67
H: 1.20 3.36 2.16
H: 2.24 -0.82 2.95
H: 1.83 -1.66 5.25
H: -0.37 -1.31 6.32
H: -2.18 -0.14 5.11
H: -1.79 0.67 2.80
I: 0.06 -1.42 -5.57
C: -1.60 -2.11 -4.50
C: -2.60 -2.87 -5.08
C: -3.61 -3.31 -4.24
C: -3.58 -2.98 -2.90
C: -2.54 -2.21 -2.42
N: -1.57 -1.77 -3.23
H: -2.57 -3.12 -6.13
H: -4.42 -3.91 -4.64
H: -4.35 -3.32 -2.22
H: -2.45 -1.92 -1.38

Results of the Mulliken charge analysis, in e, for atoms 1 through 5: Pt 0.7514; O -0.6391; S 1.1528; O -0.5737; O -0.6968



[7]
Molecular formula: C30H28MgN8OS2
Method: DFT, ωB97M-V/def2-TZVPD

The spin multiplicity is 1. As for the total energy: -2669.91906 hartree. The calculation puts the HOMO-LUMO gap at 4.6 eV. The calculation puts the highest occupied orbital energy at -5.67 eV.

Element x y z (Å)
Mg: -0.31 0.06 -0.13
C: 0.59 -2.19 -3.85
C: 0.17 -1.91 -2.55
N: -0.11 -0.67 -2.20
C: -0.01 0.30 -3.11
C: 0.43 0.00 -4.39
N: 0.74 -1.24 -4.76
C: -0.42 1.66 -2.66
C: -0.34 2.79 -3.46
C: -0.78 4.01 -2.94
C: -1.32 4.03 -1.66
C: -1.38 2.85 -0.93
N: -0.91 1.71 -1.42
C: -2.01 2.75 0.41
C: -2.10 3.79 1.31
N: -2.63 3.63 2.52
C: -3.07 2.41 2.81
C: -2.98 1.35 1.91
N: -2.45 1.53 0.71
C: -0.69 5.25 -3.75
C: -0.32 6.46 -3.17
C: -0.25 7.59 -3.97
N: -0.51 7.59 -5.28
C: -0.86 6.43 -5.82
C: -0.96 5.24 -5.11
H: 0.83 -3.21 -4.14
H: 0.06 -2.67 -1.79
H: 0.53 0.77 -5.15
H: 0.08 2.74 -4.45
H: -1.73 4.95 -1.26
H: -1.71 4.78 1.08
H: -3.49 2.26 3.79
H: -3.32 0.35 2.15
H: -0.08 6.52 -2.12
H: 0.04 8.54 -3.54
H: -1.08 6.44 -6.89
H: -1.28 4.34 -5.62
C: 3.22 2.21 0.82
C: 2.79 1.24 -0.24
O: 1.66 1.28 -0.71
N: 3.72 0.37 -0.67
C: 3.43 -0.69 -1.62
C: 3.02 -1.96 -0.91
C: 3.63 -3.18 -1.17
C: 3.22 -4.28 -0.42
C: 2.26 -4.11 0.56
C: 1.70 -2.85 0.73
N: 2.06 -1.80 -0.01
H: 2.45 2.23 1.59
H: 3.28 3.20 0.37
H: 4.18 1.97 1.27
H: 4.57 0.30 -0.13
H: 4.30 -0.85 -2.25
H: 2.62 -0.34 -2.25
H: 4.40 -3.27 -1.92
H: 3.67 -5.25 -0.58
H: 1.93 -4.93 1.18
H: 0.92 -2.66 1.46
C: -0.46 -0.54 4.52
C: -0.58 -0.65 3.01
S: 0.38 0.57 2.14
C: -1.33 -1.61 2.44
C: -2.07 -2.63 3.26
S: -1.55 -1.86 0.69
H: 0.08 0.35 4.79
H: 0.07 -1.40 4.95
H: -1.44 -0.50 5.01
H: -2.22 -2.32 4.29
H: -1.52 -3.58 3.28
H: -3.05 -2.85 2.82

Results of the Mulliken charge analysis, in e, for atoms 1 through 5: Mg 1.2017; C -0.6578; C -0.2090; N 0.2635; C 0.0456



[8]
Molecular formula: C5H11NO2S2
Method: DFT, ωB97M-V/def2-TZVPD

The value obtained for the energy above the lowest of the compared OMol25 structures with the same formula, charge and spin is 71.6 kcal per mole. The spin multiplicity is 1. As for the total energy: -1198.59127 hartree. The calculation puts the HOMO-LUMO gap (alpha / beta) at 8.3 / 8.3 eV. The calculation puts the highest occupied orbital energy (alpha / beta) at -8.83 / -8.83 eV.

Element x y z (Å)
C: 0.06 -0.86 -0.79
C: -1.31 -0.68 -1.56
C: -0.04 -0.41 0.61
C: 2.33 -0.48 1.51
C: 1.09 0.39 1.12
N: -1.71 0.72 -1.53
O: -1.13 1.92 1.33
O: -2.60 -0.07 1.26
S: -0.66 1.83 -2.20
S: -1.55 0.76 0.69
H: 0.26 -2.02 -0.78
H: 0.78 -0.23 -1.39
H: -1.29 -1.16 -2.58
H: -2.18 -1.23 -1.16
H: -0.28 -1.27 1.28
H: 2.26 -1.09 2.37
H: 3.23 0.19 1.58
H: 2.28 -1.27 0.67
H: 1.38 1.32 0.40
H: 0.77 0.98 1.95
H: -1.68 2.64 -2.81

Results of the Mulliken charge analysis, in e, for atoms 1 through 5: C -0.4941; C -0.8381; C -0.0046; C -1.1614; C -0.5107



[9]
Molecular formula: C5H5F
Method: DFT, ωB97M-V/def2-TZVPD

The value obtained for the energy above the lowest of the compared OMol25 structures with the same formula, charge and spin is 106.9 kcal per mole. The spin multiplicity is 1. The SMILES is C#C/C=C(/C)F. As for the total energy: -293.17167 hartree. The calculation puts the HOMO-LUMO gap at 9.5 eV. The calculation puts the highest occupied orbital energy at -8.99 eV.

Element x y z (Å)
C: -1.99 -0.01 -0.04
C: -0.39 -0.09 -0.28
C: 0.56 0.85 -0.09
C: 1.82 0.11 -0.08
C: 2.93 -0.47 -0.15
H: -2.92 -0.83 -0.45
H: -1.94 -0.41 1.20
H: -2.19 1.14 -0.37
H: 0.46 2.03 0.03
H: 3.88 -0.90 0.37
F: -0.23 -1.42 -0.13

Results of the Mulliken charge analysis, in e, for atoms 1 through 5: C -0.8040; C 0.5014; C -0.5781; C -0.1370; C -0.0758